Molecular formula: BrH2O2PS
Method: DFT, the ωB97M-V functional and the def2-TZVPD basis

## Properties
* E_HOMO: -8.91 eV
* E_tot: -94294.809 eV
* F_max: 4.33 eV Å⁻¹
* net charge: 0
* 2S+1: 1

```
7
Properties=species:S:1:pos:R:3:forces:R:3
O 0.549907 0.500349 -1.253813 0.619 0.147 -0.112
P 0.922003 -0.427205 -0.028364 -1.953 -3.392 0.434
O 0.359544 0.339849 1.258466 -0.717 -0.234 -0.259
S -0.372353 -2.426714 -0.122674 2.482 3.542 0.018
Br 3.122725 -0.234883 0.019793 -1.141 -0.102 0.173
H -0.340369 0.236826 -1.489916 -0.665 -0.095 -0.632
H -0.625141 0.141129 1.247626 1.374 0.134 0.378
```
Positions in Å, forces in eV/Å.